209
Properties=species:S:1:pos:R:3:forces:R:3:lowdin_charge:R:1 method="wB97M-V/def2-TZVPD" spin_multiplicity=1 gap_ev=7.63 charge=+3 energy_ha=-10180.192644
K -1.270195 3.491432 -0.067658 -0.296 1.081 -0.042 0.733
K -3.998032 1.760230 -0.110464 -0.927 0.018 0.039 0.701
S -5.342418 4.496321 -2.510086 -3.472 -0.452 2.999 0.550
S 1.150242 6.257642 0.957689 -4.015 3.395 3.486 0.549
S 2.462796 5.040359 -0.542656 5.309 -2.765 -2.421 0.442
S 0.305299 0.563435 -0.897659 2.710 3.091 -3.388 0.538
S -4.514747 4.363881 2.556927 -2.652 3.450 -3.246 0.543
S -1.167692 -0.598886 0.497243 -5.549 -2.893 5.623 0.425
S -3.367415 3.692022 -3.587714 3.676 -1.135 -4.277 0.432
S -3.170452 2.755249 3.613083 3.804 -4.595 4.013 0.431
S -6.315020 -1.403952 0.415699 1.691 -3.035 2.808 0.472
S -7.544729 0.176790 -0.905201 -1.865 4.844 -2.446 0.553
F 0.324051 1.892253 -1.782463 -0.875 0.437 0.610 -0.223
F 2.433267 3.833941 -1.633344 -0.257 -0.152 0.323 -0.224
F -7.276474 1.661708 -1.489980 0.819 -0.864 0.620 -0.205
F -4.410323 5.237667 1.227002 0.507 -0.897 -0.195 -0.181
F -4.784073 -1.893909 0.647238 0.347 0.161 0.044 -0.239
F -2.594857 -0.359134 1.219711 -0.160 0.131 -0.103 -0.241
F -5.804057 4.517452 -0.982562 0.524 0.308 -0.279 -0.187
F -2.094402 1.532022 3.254779 0.144 0.137 -0.249 -0.267
F -2.027017 2.895094 -3.120406 1.074 -0.640 -0.189 -0.275
F -0.369697 6.169484 1.450737 -0.054 -0.662 -0.446 -0.192
O -6.747057 -1.149588 1.777369 0.343 -0.226 -1.812 -0.271
O -3.997408 2.764936 -4.514280 0.390 0.655 1.664 -0.276
O 1.537902 0.760487 -0.172722 -1.634 -0.432 1.022 -0.259
O -0.377043 -0.816088 1.696915 0.778 0.261 -1.844 -0.272
O -5.829685 3.795671 2.463602 1.636 -0.468 0.124 -0.223
O 1.828187 6.116088 2.219393 0.386 -0.820 -1.302 -0.253
O -1.526072 -1.730571 -0.307424 1.277 0.459 -0.504 -0.252
O -8.468874 0.495198 0.152798 1.406 -1.455 -0.424 -0.228
O -2.839478 4.879574 -4.215336 -0.296 -0.624 0.742 -0.273
O -4.251606 5.382438 3.514636 0.610 -1.273 0.611 -0.209
O -6.320158 3.597519 -3.057441 1.678 0.414 -0.143 -0.246
O -8.012196 -0.453013 -2.104376 0.833 -0.883 0.932 -0.256
O -2.405743 3.472325 4.597471 -0.558 0.071 -0.945 -0.260
O -5.307296 5.837901 -2.957804 0.736 -0.092 0.071 -0.208
O 1.160670 7.558520 0.339237 0.586 -2.076 -0.212 -0.214
O 3.471330 4.580378 0.418133 -0.993 0.544 -1.349 -0.299
O 0.382271 -0.411699 -1.947531 -1.071 -0.418 1.190 -0.250
O -4.253694 1.945963 4.094224 -0.300 0.785 -0.402 -0.255
O -6.835081 -2.548466 -0.304401 -0.063 1.290 0.493 -0.274
O 2.793056 6.144912 -1.390802 -0.315 -0.340 0.591 -0.245
N -5.927477 -0.149638 -0.474110 -3.177 -0.223 -0.113 -0.351
N 0.964452 -6.573353 2.096369 0.938 0.852 0.107 -0.285
N 2.137304 4.325758 -6.020606 -0.103 1.587 -0.775 -0.243
N 7.882056 1.788044 -1.812096 0.617 0.556 -0.533 -0.248
N 2.082627 2.070527 3.549045 0.325 -0.343 -1.199 -0.212
N -3.215385 3.275296 2.164469 -2.549 2.470 0.119 -0.355
N 1.039073 4.876602 0.004625 -0.403 2.376 1.173 -0.350
N -1.226173 0.851065 -0.107155 4.733 -1.264 -2.345 -0.324
N -3.883192 -2.419033 5.949272 -0.425 2.050 0.633 -0.247
N -3.803765 3.805933 -2.116428 -3.607 1.181 -0.351 -0.340
N -3.557989 -1.889216 -3.465815 -0.059 -0.964 -0.241 -0.210
C 4.395053 2.818754 3.034229 -0.426 0.526 -0.125 -0.134
C 10.253526 1.077688 -2.137082 -0.512 1.473 1.601 -0.135
C -6.335000 -2.750465 6.912732 -0.568 1.425 -1.847 -0.184
C 1.570856 1.556646 4.899944 0.458 1.123 -1.005 -0.091
C -3.322736 -2.158388 7.328368 -0.019 -0.708 -0.705 0.032
C 5.308050 1.742235 -2.045659 -0.115 -1.024 -1.182 -0.202
C 9.576011 1.217703 -3.475246 -0.139 -1.983 -0.149 -0.157
C -5.114123 -3.294785 6.140282 0.536 -1.821 0.568 -0.117
C 3.353147 4.047420 -6.861112 -0.992 -1.787 0.538 0.026
C 0.108556 -5.673139 1.230363 1.159 0.202 0.365 -0.100
C -0.628169 -4.709750 2.173440 -0.669 -1.249 -0.346 -0.126
C 2.921624 0.988429 2.847677 -0.272 0.273 0.574 -0.102
C 7.693558 3.112182 -1.067567 -0.272 -1.007 -1.309 0.048
C -5.727812 -2.674281 -4.220599 0.715 -1.080 0.632 -0.124
C -7.443636 -2.283324 5.916183 0.990 -0.279 -0.347 -0.073
C 2.910921 -8.284962 2.039912 -0.123 1.070 -1.893 -0.212
C -4.049363 -2.983647 -2.506176 -1.361 -0.536 -0.321 -0.072
C -3.752690 -0.501162 -2.894492 0.584 -1.227 0.294 0.038
C 0.950801 0.870252 -4.703282 -0.442 0.613 -0.826 -0.087
C 2.207358 -7.092527 1.363362 -0.580 0.059 -0.256 -0.123
C 6.615642 0.930390 -1.787531 -0.300 1.559 1.033 -0.092
C 1.237759 5.362794 -6.729996 -0.419 0.930 0.592 -0.069
C 0.165605 -4.755230 3.518789 0.564 -0.098 -0.688 -0.117
C -2.104124 -2.121974 -3.761855 1.378 0.915 -0.769 -0.144
C -0.194041 -3.276357 -4.931560 -0.164 -0.557 -0.473 -0.086
C -4.251629 -1.369305 3.841387 -0.545 -1.178 0.147 -0.132
C -2.839208 -3.030497 4.986911 -0.980 0.270 2.413 -0.080
C 0.336017 -0.266841 6.162212 0.875 1.130 0.307 -0.069
C 1.466289 6.087574 -4.460914 -0.039 0.942 0.836 -0.140
C 1.968764 1.895391 -5.230749 0.000 -0.451 0.165 -0.214
C -4.451204 -2.002950 -4.727854 -1.303 0.431 0.778 -0.059
C 0.769609 0.273038 4.793255 -0.686 -0.005 -0.478 -0.224
C -3.109376 -2.366133 3.678313 1.173 -0.269 -1.355 -0.153
C -1.620984 -3.418790 -4.432989 -1.436 0.249 -0.489 -0.220
C 1.247639 3.155790 -5.684266 0.399 -0.694 0.570 -0.110
C 3.064785 3.268699 3.620519 -0.136 0.728 0.914 -0.055
C 3.909575 1.775863 2.073151 1.376 -1.057 -1.415 -0.200
C 1.424356 -5.589898 3.176092 -1.545 -1.170 0.440 -0.076
C 0.457619 6.014044 -5.575027 -0.904 -1.349 -0.615 -0.140
C 8.344976 2.076234 -3.252351 0.727 0.046 -0.090 -0.080
C 4.143563 -8.743608 1.211720 -0.698 0.083 0.674 -0.070
C -5.152038 -3.721390 -3.282568 0.069 -0.650 0.163 -0.150
C 9.048412 1.023084 -1.155051 -0.003 -1.229 -0.717 -0.084
C 4.060157 0.835767 -2.061389 -0.151 0.238 -0.292 -0.091
C 2.596909 5.098249 -4.797767 -1.117 0.406 1.056 -0.083
C 0.955004 2.453659 2.661825 -0.666 -0.035 -0.848 0.000
C -4.246028 -1.059703 5.331467 0.046 -0.144 -1.277 -0.068
C 0.116247 -7.714015 2.609929 0.684 1.044 0.476 0.050
H -6.844327 -3.429983 7.589656 0.843 -0.338 0.251 0.121
H -4.657206 -4.136297 6.671998 -0.208 -0.007 0.337 0.126
H -2.982659 -4.104604 5.106388 0.058 -0.059 -0.476 0.129
H 7.557224 1.872793 -3.972304 -0.174 0.095 0.202 0.130
H 7.492875 2.785236 -0.053318 0.138 0.805 0.258 0.112
H -8.378914 -2.081622 6.428903 0.011 0.136 -0.091 0.086
H 5.080046 2.463172 3.803653 0.045 -0.223 -0.168 0.126
H 8.661623 3.115959 -3.314383 -0.386 0.118 0.088 0.133
H -0.697131 -3.777200 1.616212 0.115 0.359 0.615 0.099
H 0.960671 2.408933 5.200249 -0.004 -0.237 0.738 0.150
H 6.599548 0.561613 -0.761573 -0.156 -0.267 -0.030 0.127
H -3.254652 -3.123867 2.906157 -0.475 0.163 -0.073 0.116
H 2.856801 -6.225398 1.252666 0.031 -0.040 -0.112 0.130
H 4.004974 3.406921 -6.266849 0.291 0.435 0.136 0.098
H 5.344604 2.160055 -3.056462 0.256 0.133 -0.041 0.106
H 4.970038 -8.062911 1.403788 0.179 -0.184 -0.124 0.080
H 3.512444 5.651383 -4.986358 0.130 -0.396 -0.342 0.137
H -0.151203 0.502934 4.252620 0.201 -0.103 -0.356 0.087
H -1.703522 -4.353967 -3.878493 -0.267 0.243 0.370 0.114
H -2.847481 -3.091227 7.628706 -0.145 0.061 0.401 0.112
H -2.579043 -1.366730 7.304180 -0.118 0.072 -0.142 0.096
H -3.452018 -0.650659 -1.856339 0.059 0.612 0.016 0.073
H -0.105342 6.912298 -5.821434 0.650 0.321 -0.209 0.139
H -6.381321 -2.092946 -3.567660 -0.083 0.726 -0.707 0.116
H -4.785470 -1.031214 -5.090095 0.990 0.302 -0.066 0.142
H 3.531161 2.174118 1.129216 -0.395 0.388 0.343 0.098
H 5.101150 2.598308 -1.406168 0.416 -0.270 0.473 0.094
H 3.075112 3.621458 4.651434 0.181 -0.162 0.036 0.142
H 2.501413 1.481695 5.462675 -0.286 -0.139 0.478 0.140
H 3.027412 3.372045 -7.652220 0.104 0.581 -0.541 0.115
H -4.091429 -0.534194 3.178397 -0.290 0.370 0.182 0.095
H -3.493487 -0.282876 5.472152 0.212 -0.353 0.716 0.130
H -7.082394 -1.414314 5.363515 -0.386 0.261 0.162 0.065
H -4.803729 -0.230011 -2.950255 0.049 0.055 -0.052 0.111
H 4.046643 0.138836 -2.902058 0.404 -0.255 0.170 0.085
H 3.963243 -8.819104 0.140745 -0.147 0.095 0.009 0.081
H 0.382738 -1.347879 6.261229 -0.127 0.000 -0.086 0.067
H -2.316468 -3.487442 -5.273730 0.388 -0.612 -0.233 0.098
H -7.591390 -3.021105 5.125318 -0.290 -0.238 0.248 0.081
H 2.155035 -9.062987 1.980935 0.349 -0.404 0.879 0.104
H -4.495120 -2.547895 -1.614757 0.140 0.372 -0.138 0.094
H 9.282748 0.179905 -3.684235 -0.494 0.073 -0.167 0.123
H 3.808433 4.982937 -7.159308 -0.015 -0.111 -0.178 0.112
H -5.375475 -3.789751 5.203809 -0.148 0.701 -0.357 0.137
H 2.310822 0.301333 2.267609 -0.179 0.089 0.187 0.116
H 0.809424 -5.011599 0.719370 0.137 -0.608 -0.614 0.138
H 0.010110 -3.990427 -5.732263 -0.243 -0.129 0.035 0.083
H -5.182537 -1.877975 3.587953 -0.102 0.319 -0.236 0.104
H -0.215085 -8.249674 1.725432 -0.456 -0.050 0.230 0.124
H -1.874115 -1.345975 -4.499578 -0.048 0.015 -0.117 0.129
H 2.698565 4.446999 -3.931930 0.442 -0.348 -0.346 0.105
H 2.509131 1.476022 -6.081721 0.298 -0.012 0.197 0.114
H 0.641095 2.865589 -6.541763 0.060 0.500 -0.211 0.151
H -1.908737 -2.770931 5.493033 0.247 0.011 -0.464 0.115
H 2.709352 4.108376 3.023919 -0.504 -0.278 -0.045 0.099
H 3.181017 1.450764 -2.258795 0.056 0.185 0.300 0.043
H 0.543542 4.927196 -7.443669 0.455 -0.370 -0.179 0.139
H -4.782982 -4.567678 -3.867922 0.339 0.023 0.128 0.118
H -0.050762 -2.306673 -5.409084 0.426 0.157 0.486 0.071
H 10.219550 1.398652 -4.334284 -0.072 0.880 0.168 0.136
H 10.791646 1.960522 -1.783779 0.464 0.021 -0.637 0.123
H -1.648636 -5.092010 2.234631 -0.073 0.279 0.598 0.114
H 0.499306 -3.566948 -4.142899 0.253 0.748 0.033 0.079
H 3.465551 0.494570 3.655479 -0.228 -0.297 -0.026 0.141
H 4.735355 1.144273 1.724150 -0.041 -0.229 0.254 0.124
H -0.371910 5.332640 -5.360855 0.093 -0.045 0.374 0.097
H 0.268945 0.543702 -5.493544 0.031 0.091 -0.110 0.084
H 0.524121 -3.775618 3.829422 -0.299 0.087 0.081 0.110
H 0.344620 1.414241 -3.984546 -0.104 -0.485 0.303 0.049
H 8.559760 3.724701 -1.302679 0.346 -0.210 0.859 0.115
H -6.243148 -3.145833 -5.054022 -0.343 0.272 0.095 0.133
H 0.582044 3.497180 -4.892423 -0.034 0.092 -0.075 0.135
H 1.326996 -0.462763 4.212358 -0.024 -0.076 0.115 0.101
H 1.056867 5.913118 -3.466232 -0.192 -0.378 -0.144 0.108
H 1.814747 7.115940 -4.348565 0.452 -0.124 -0.281 0.131
H 0.225883 3.116549 3.129456 0.119 -0.252 0.561 0.123
H 2.632284 2.085401 -4.384260 0.338 0.243 -0.255 0.091
H 0.686803 -8.369532 3.260928 0.178 0.066 -0.126 0.104
H -3.088815 0.150713 -3.456878 -0.227 0.316 0.111 0.105
H 10.905177 0.212475 -2.058272 -0.085 -0.014 0.071 0.130
H -6.036417 -1.824361 7.405185 -0.081 -0.297 0.633 0.095
H 3.863200 0.309922 -1.129249 0.173 -0.049 0.013 0.068
H 1.766438 -6.284491 3.940868 0.384 0.721 0.474 0.137
H -3.292268 -3.691279 -2.177280 0.542 0.490 -0.269 0.127
H 1.291807 3.010530 1.790472 0.602 -0.075 0.038 0.079
H 1.036906 0.184971 6.870505 -0.076 -0.501 0.416 0.080
H 1.787448 -7.346610 0.388264 0.463 -0.286 -0.138 0.138
H 6.872923 3.650594 -1.534888 -0.221 -0.155 0.295 0.099
H 9.228566 1.379488 -0.144520 0.030 0.336 -0.155 0.132
H -4.177065 -1.899215 7.943231 0.340 0.023 0.344 0.099
H 4.357128 -9.744282 1.582400 0.481 0.067 -0.120 0.085
H -2.208409 -1.846480 3.341434 0.026 0.123 0.176 0.098
H -0.456399 -6.326813 0.572349 -0.200 0.410 -0.183 0.141
H -0.631439 0.146133 6.444680 -0.136 -0.265 -0.071 0.074
H -0.631831 -7.240336 3.241523 -0.543 -0.342 -0.442 0.110
H -1.431978 -1.849817 -2.945777 -0.698 -0.101 0.644 0.109
H 1.882083 6.102315 -7.203568 0.164 -0.220 -0.125 0.137
H 1.389998 -0.037260 -4.298623 0.185 0.227 0.258 0.070
H 2.182545 -4.912420 2.796161 0.266 -0.474 -0.238 0.135
H -5.202676 -0.716332 5.712987 0.120 -0.015 0.113 0.125
H 8.727339 -0.014826 -1.055803 -0.188 0.038 -0.057 0.125
H 3.282624 -7.946633 3.004881 -0.440 -0.608 0.394 0.118
H -0.381866 -5.211311 4.340239 -0.204 0.099 -0.093 0.107
H -5.885367 -4.124775 -2.584379 -0.042 0.097 -0.007 0.122
H -3.970819 -2.593383 -5.500264 0.079 0.074 0.107 0.120
H 4.858404 3.602419 2.436194 0.010 0.317 0.476 0.118
H 6.805510 0.099921 -2.463099 -0.272 0.041 -0.148 0.141
H 0.487608 1.548351 2.277473 -0.243 -0.004 0.352 0.071